Entry 1:
This record from the Open Molecules 2025 dataset describes the molecule C6H9NO in a non-equilibrium geometry. The level of theory is ωB97M-V/def2-TZVPD.

The LUMO energy comes out at 0.874 eV. Its SMILES is NC/C=C1/CC=CO1. As for the electronic energy: -9900.842 eV. For the HOMO energy, the calculation gives -7.97 eV. The calculation puts the energy above the lowest of the compared OMol25 structures with the same formula, charge and spin at 459.47 kJ/mol. The HOMO-LUMO gap comes out at 8.840 eV.

Last column: natural (NBO) charge in e.
Cartesian coordinates (Å):
O (-0.309, -0.815, -1.050)  -0.483
N (0.716, 2.977, 0.330)  -0.812
C (1.041, 0.723, 0.137)  -0.291
C (-1.327, -1.698, -0.666)  0.108
C (1.017, 1.922, -0.722)  -0.262
C (0.185, -0.333, 0.150)  0.315
C (-0.198, -1.293, 1.190)  -0.517
C (-1.180, -2.220, 0.576)  -0.284
H (-0.311, -0.765, 2.220)  0.239
H (0.027, 3.701, -0.353)  0.344
H (1.431, 0.852, 1.102)  0.198
H (-0.165, 2.560, 1.035)  0.356
H (0.611, -2.011, 1.249)  0.238
H (2.047, 2.170, -1.347)  0.195
H (0.343, 1.658, -1.570)  0.198
H (-1.512, -3.125, 1.111)  0.242
H (-2.234, -1.972, -1.345)  0.215

---

Entry 2:
This record from the Open Molecules 2025 dataset describes a structure of composition C6H9NO in a non-equilibrium geometry. The level of theory is ωB97M-V/def2-TZVPD.

The LUMO energy comes out at 0.946 eV. As for the electronic energy: -9897.641 eV. For the HOMO energy, the calculation gives -8.34 eV. The calculation puts the energy above the lowest of the compared OMol25 structures with the same formula, charge and spin at 768.28 kJ/mol. The HOMO-LUMO gap comes out at 9.288 eV.

Last column: natural (NBO) charge in e.
Cartesian coordinates (Å):
O (0.546, -1.571, -1.031)  -0.466
N (-1.665, 0.578, 0.171)  -0.807
C (-0.390, -0.094, 0.390)  0.007
C (0.789, 1.017, -1.137)  -0.413
C (0.835, -0.312, -0.626)  0.076
C (0.279, 1.336, 0.351)  -0.396
C (-0.372, -1.340, 0.940)  -0.392
C (0.024, -2.184, -0.082)  0.211
H (-1.733, 1.197, 1.261)  0.352
H (-0.357, 2.238, 0.507)  0.220
H (-0.838, -1.500, 1.808)  0.210
H (0.235, 1.442, -2.050)  0.248
H (0.305, -3.392, -0.027)  0.206
H (1.778, -0.357, -0.083)  0.186
H (-2.438, -0.107, 0.032)  0.357
H (1.956, 1.265, -1.463)  0.187
H (1.045, 1.785, 1.039)  0.214

---

Entry 3:
This record from the Open Molecules 2025 dataset describes the molecule C6H9NO in a non-equilibrium geometry. The level of theory is ωB97M-V/def2-TZVPD.

The LUMO energy comes out at 0.884 eV. Its SMILES is C1=C\O/C=C\CNC/1. As for the electronic energy: -9900.207 eV. For the HOMO energy, the calculation gives -8.80 eV. The calculation puts the energy above the lowest of the compared OMol25 structures with the same formula, charge and spin at 520.76 kJ/mol. The HOMO-LUMO gap comes out at 9.681 eV.

Last column: natural (NBO) charge in e.
Cartesian coordinates (Å):
O (1.447, -0.367, 1.476)  -0.504
N (-1.186, -0.940, -0.598)  -0.611
C (0.429, 0.461, 1.881)  0.108
C (-1.524, 0.453, -0.050)  -0.268
C (1.270, -0.295, -1.058)  -0.308
C (1.745, -0.214, 0.156)  0.090
C (-0.525, 0.930, 1.073)  -0.331
C (-0.307, -0.745, -1.548)  -0.201
H (-1.412, 1.371, -0.801)  0.215
H (-1.068, 1.591, 1.777)  0.215
H (-0.235, -1.787, -1.941)  0.201
H (1.959, -0.339, -1.986)  0.227
H (-0.592, -0.028, -2.172)  0.190
H (-2.565, 0.438, 0.387)  0.219
H (-1.018, -1.379, 0.323)  0.382
H (0.729, 1.065, 2.824)  0.198
H (2.852, -0.214, 0.255)  0.178

---

Entry 4:
This record from the Open Molecules 2025 dataset describes the molecule C6H9NO in a non-equilibrium geometry. The level of theory is ωB97M-V/def2-TZVPD.

The LUMO energy comes out at 0.618 eV. Its SMILES is CC[C@](C)(C#N)C=O. As for the electronic energy: -9903.785 eV. For the HOMO energy, the calculation gives -10.25 eV. The calculation puts the energy above the lowest of the compared OMol25 structures with the same formula, charge and spin at 175.50 kJ/mol. The HOMO-LUMO gap comes out at 10.872 eV.

Last column: natural (NBO) charge in e.
Cartesian coordinates (Å):
O (-0.928, 1.216, 1.821)  -0.516
N (2.409, -1.546, 0.288)  -0.292
C (0.151, 0.842, 1.376)  0.465
C (-0.794, -0.364, -0.732)  -0.369
C (-1.615, -1.239, 0.135)  -0.621
C (1.479, -0.862, 0.304)  0.274
C (1.149, 1.346, -0.676)  -0.571
C (0.470, 0.094, 0.088)  -0.273
H (-1.976, -0.670, 0.958)  0.231
H (1.151, 0.968, 1.876)  0.116
H (-2.468, -1.634, -0.398)  0.218
H (-1.025, -2.098, 0.439)  0.213
H (-0.373, -1.022, -1.493)  0.213
H (1.414, 0.764, -1.629)  0.231
H (0.163, 1.867, -0.820)  0.226
H (-1.202, 0.512, -1.249)  0.221
H (1.996, 1.828, -0.288)  0.235